## a
Here is one molecule with the formula C5H6N2O from OMol25. Energies are from ωB97M-V/def2-TZVPD.

```
14
Properties=species:S:1:pos:R:3:lowdin_charge:R:1
C 1.449 -0.363 -0.071 -0.529
C 1.356 1.080 -0.233 -0.079
C -0.138 1.376 0.028 -0.132
C -0.811 0.149 0.570 -0.279
C -2.076 -0.230 -0.044 -0.165
H 2.002 1.553 0.443 0.106
H 1.572 1.498 -1.279 0.159
H -0.552 1.907 -0.851 0.135
H -0.045 2.002 0.878 0.097
H -0.890 0.282 1.650 0.151
H -0.110 -1.687 -0.250 0.153
N 0.234 -0.891 0.292 0.112
N -3.131 -0.474 -0.423 0.168
O 2.452 -1.010 -0.146 0.102
```

Calculated values
Frontier orbital gap in Ha: 0.3921
Structure (SMILES): N#C[C@@H]1CCC(=O)N1
LUMO in eV: 0.4760

---

## b
Here is C5H6N2O as an isolated structure from OMol25. Energies are from ωB97M-V/def2-TZVPD.

```
14
Properties=species:S:1:pos:R:3:lowdin_charge:R:1
C -0.492 -1.359 0.063 -0.011
C -1.759 -0.765 0.172 -0.072
C -1.630 0.593 -0.111 -0.162
C -0.494 1.275 -0.122 -0.052
C 0.836 0.677 -0.127 -0.481
H 2.388 -0.800 0.403 0.197
H -0.291 -2.453 0.295 0.151
H -2.561 -1.378 0.221 0.059
H -2.537 1.121 -0.625 0.146
H -0.422 2.433 -0.432 0.150
H 2.607 1.898 0.727 0.243
N 0.660 -0.703 -0.319 -0.191
N 1.981 0.886 0.118 0.067
O 1.712 -1.425 -0.263 -0.044
```

Calculated values
Frontier orbital gap in Ha: 0.3204
LUMO in eV: 0.6931

---

Verdict on stability: a comes out on top.

---

## a
Here is a 3-piece molecular cluster, C4H10O3 overall from OMol25. Energies are from ωB97M-V/def2-TZVPD.

```
17
Properties=species:S:1:pos:R:3:lowdin_charge:R:1
O -0.980 0.721 1.342 0.027
C -0.955 0.971 0.015 -0.276
C -0.581 -0.231 -0.799 -0.184
C 0.864 -0.501 -0.722 -0.067
C 1.547 -0.796 0.451 0.197
O 1.063 1.557 -2.004 -0.156
H -1.868 1.419 -0.280 0.120
H -0.728 0.004 -1.833 0.109
H -1.107 -1.140 -0.508 0.132
H 1.385 -0.266 -1.618 0.076
H 1.150 2.502 -1.961 -0.025
H 2.640 -0.829 0.441 0.091
H 1.045 -0.897 1.380 0.032
H -0.955 -0.295 1.443 0.023
H -1.423 -2.522 1.781 -0.002
H -0.204 1.743 -0.319 0.144
O -0.807 -1.803 1.559 -0.242
```

Calculated values
Frontier orbital gap in Ha: 0.1712
LUMO in eV: -4.7662

---

## b
Here is a 3-piece molecular cluster, C4H10O3 overall from OMol25. Energies are from ωB97M-V/def2-TZVPD.

```
17
Properties=species:S:1:pos:R:3:lowdin_charge:R:1
C -2.741 0.042 1.039 0.011
C -1.570 0.250 1.748 -0.142
C -0.285 -0.234 1.201 -0.136
C -0.103 -1.513 0.909 -0.149
O 1.117 -2.177 0.615 0.016
H -3.710 0.282 1.433 0.036
H -2.735 -0.229 -0.004 0.051
H -1.519 0.912 2.625 0.101
H 0.322 0.487 0.741 0.080
H -0.920 -1.931 0.273 0.144
H 0.797 -2.926 0.277 0.016
H 2.747 0.389 -0.748 -0.020
H 2.003 -0.468 0.315 0.001
O 2.274 0.395 0.009 -0.007
H 1.364 2.035 -2.730 0.035
H 1.704 2.724 -4.011 0.014
O 1.254 1.961 -3.691 -0.050
```

Calculated values
Frontier orbital gap in Ha: 0.3407
Structure (SMILES): C=C/C=C/O.O.O
LUMO in eV: 0.6835

---

## c
Here is a 3-piece molecular cluster, C4H10O3 overall from OMol25. Energies are from ωB97M-V/def2-TZVPD.

```
17
Properties=species:S:1:pos:R:3:lowdin_charge:R:1
C -1.072 1.328 1.726 0.069
C -0.247 0.959 0.661 -0.381
O 0.545 -0.163 0.793 0.050
C -0.165 1.658 -0.667 -0.157
C -1.176 2.124 -1.431 -0.001
H -0.924 0.931 2.691 0.036
H -1.424 2.363 1.591 0.060
H 0.615 -0.548 -0.009 0.020
H 0.920 1.858 -0.844 0.109
H -2.311 2.004 -1.202 0.088
H -1.142 2.655 -2.448 0.073
H -0.719 -4.273 2.062 0.036
H 0.284 -5.435 1.749 0.060
O 0.004 -4.790 2.462 -0.096
H 2.919 -0.009 -2.072 0.016
H 1.844 -0.778 -2.681 0.050
O 2.049 0.117 -2.381 -0.032
```

Calculated values
Frontier orbital gap in Ha: 0.3314
Structure (SMILES): C=CC(=C)O.O.O
LUMO in eV: 0.4079

---

Verdict on stability: c comes out on top.

---

## a
Here is a 3-piece molecular cluster, C4H10O3 overall from OMol25. Energies are from ωB97M-V/def2-TZVPD.

```
17
Properties=species:S:1:pos:R:3:lowdin_charge:R:1
C 1.600 0.978 -2.393 0.054
C 1.015 0.985 -1.202 -0.432
O -0.332 1.175 -1.097 0.022
C 1.610 0.454 0.074 -0.113
C 1.221 -0.713 0.584 0.015
H 1.111 1.396 -3.262 0.062
H 2.588 0.556 -2.479 0.058
H -0.571 1.532 -0.228 0.049
H 2.554 0.948 0.272 0.108
H 0.700 -1.475 0.023 0.072
H 1.277 -0.980 1.631 0.055
H -1.728 1.725 2.336 0.058
H -1.103 0.604 1.517 0.042
O -1.244 1.563 1.517 -0.049
H -3.283 -2.414 1.318 0.035
H -2.637 -3.622 0.842 0.034
O -2.776 -2.712 0.544 -0.068
```

Calculated values
Frontier orbital gap in Ha: 0.3232
Structure (SMILES): C=CC(=C)O.O.O
LUMO in eV: 0.3315

---

## b
Here is a 2-piece molecular cluster, C4H10O3 overall from OMol25. Energies are from ωB97M-V/def2-TZVPD.

```
17
Properties=species:S:1:pos:R:3:lowdin_charge:R:1
C 0.929 1.833 0.638 -0.266
O 1.738 1.235 -0.767 -0.033
O 1.398 0.910 1.419 -0.193
H 2.150 0.697 0.120 0.157
H 1.130 0.593 -1.208 0.053
H -0.125 1.820 0.324 0.097
H 1.359 2.843 0.686 0.106
C -0.255 -1.508 -0.429 -0.231
C -1.565 -0.871 -0.096 -0.164
C -1.812 -0.285 1.067 0.016
O 0.273 -0.899 -1.638 -0.097
H 0.828 -1.539 -2.095 0.101
H -0.391 -2.580 -0.604 0.121
H 0.457 -1.366 0.390 0.110
H -2.320 -0.918 -0.874 0.103
H -1.022 -0.133 1.794 0.060
H -2.772 0.169 1.273 0.060
```

Calculated values
Frontier orbital gap in Ha: 0.3596
LUMO in eV: 0.5655

---

Verdict on stability: a comes out on top.

---

## a
Here is one molecule with the formula C3H5NO4 from OMol25. Energies are from ωB97M-V/def2-TZVPD.

```
13
Properties=species:S:1:pos:R:3:lowdin_charge:R:1
C -0.394 -0.728 -0.194 0.123
C 0.846 0.293 -0.121 -0.265
C -1.824 -0.465 -0.025 -0.244
N 2.075 -0.220 -0.093 -0.340
O 2.261 -1.436 0.046 0.061
O 3.046 0.642 -0.072 0.012
O 0.692 1.586 -0.106 0.106
O -2.176 0.936 0.190 -0.046
H -0.114 -1.823 -0.392 0.136
H -2.004 -1.066 0.882 0.131
H -2.494 -0.814 -0.782 0.121
H 1.633 1.928 -0.193 0.147
H -1.545 1.167 0.859 0.058
```

Calculated values
Frontier orbital gap (spin up / spin down) in Ha: 0.2844 / 0.2833
Structure (SMILES): O=[N+]([O-])/C(O)=C/CO
LUMO (spin up / spin down) in eV: -1.4937 / -1.6649

---

## b
Here is one molecule with the formula C3H5NO4 from OMol25. Energies are from ωB97M-V/def2-TZVPD.

```
13
Properties=species:S:1:pos:R:3:lowdin_charge:R:1
C 1.363 -0.446 -0.971 -0.087
C -1.669 -0.060 -0.772 0.067
C -0.550 0.842 0.271 -0.602
O 0.340 0.551 -0.970 -0.141
O -0.039 -1.100 1.362 -0.066
O -0.869 2.148 0.263 0.095
N -0.455 0.258 1.418 0.051
O -1.873 -1.153 -1.032 0.191
H -0.319 -1.435 2.222 0.099
H -0.808 2.473 1.173 0.131
H 1.968 -0.256 -1.860 0.094
H 1.982 -0.373 -0.076 0.088
H 0.928 -1.448 -1.027 0.081
```

Calculated values
Frontier orbital gap (spin up / spin down) in Ha: 0.3350 / 0.3350
LUMO (spin up / spin down) in eV: 0.0356 / 0.0358

---

Verdict on stability: b comes out on top.

---

## a
Here is one molecule with the formula C3H5NO4 from OMol25. Energies are from ωB97M-V/def2-TZVPD.

```
13
Properties=species:S:1:pos:R:3:lowdin_charge:R:1
C 0.762 -1.366 0.001 -0.147
C -0.095 -0.032 0.280 -0.054
C 0.669 1.313 0.237 -0.203
N -1.359 -0.070 0.050 -0.293
O -2.033 -1.338 -0.053 0.066
O -2.124 0.878 0.119 0.045
O 1.891 -1.756 0.189 0.061
O 2.001 1.369 -0.182 -0.031
H 0.149 -2.170 -0.454 0.117
H -2.778 -1.038 -0.608 0.126
H 0.494 1.732 1.173 0.102
H 0.192 2.057 -0.406 0.129
H 2.231 0.422 -0.345 0.083
```

Calculated values
Frontier orbital gap in Ha: 0.3426
LUMO in eV: -0.5973

---

## b
Here is one molecule with the formula C3H5NO4 from OMol25. Energies are from ωB97M-V/def2-TZVPD.

```
13
Properties=species:S:1:pos:R:3:lowdin_charge:R:1
C -0.862 -1.053 0.431 -0.205
C -0.029 0.094 0.054 -0.246
C 1.460 -0.133 -0.068 -0.510
H -2.605 -0.807 -0.274 0.089
H -0.128 -1.838 0.653 0.124
H -1.262 -0.494 1.475 0.197
H -2.380 2.056 0.143 0.109
H 1.489 1.711 -0.555 0.224
N -0.404 1.282 -0.048 0.121
O -1.850 -1.365 -0.517 -0.024
O -1.874 1.230 0.113 -0.077
O 2.200 0.940 -0.103 0.082
O 2.062 -1.186 0.057 0.117
```

Calculated values
Frontier orbital gap in Ha: 0.3785
Structure (SMILES): O=C(O)/C(CO)=N/O
LUMO in eV: -0.1800

---

## c
Here is a 2-piece molecular cluster, C3H5NO4 overall from OMol25. Energies are from ωB97M-V/def2-TZVPD.

```
13
Properties=species:S:1:pos:R:3:lowdin_charge:R:1
C 1.691 -0.670 -0.452 -0.056
C 1.070 0.534 0.040 -0.133
C -1.864 0.292 0.462 -0.092
N -1.283 -0.764 -0.233 -0.445
O -0.953 -1.699 0.505 -0.011
O -1.014 -0.638 -1.413 0.052
O 1.035 0.388 -1.251 -0.017
O -2.220 1.374 -0.261 0.040
H 2.699 -0.651 -0.685 0.076
H 1.044 -1.683 -0.371 0.150
H 0.317 0.757 0.833 0.105
H -2.252 0.391 1.512 0.173
H -2.055 1.496 -1.237 0.156
```

Calculated values
Frontier orbital gap (spin up / spin down) in Ha: 0.2347 / 0.3378
LUMO (spin up / spin down) in eV: -1.2959 / 0.4262

---

Verdict on stability: b comes out on top.

---

## a
Here is C3H5NO4 as an isolated structure from OMol25. Energies are from ωB97M-V/def2-TZVPD.

```
13
Properties=species:S:1:pos:R:3:lowdin_charge:R:1
C 0.592 -0.461 1.535 -0.228
C 0.745 0.505 0.214 -0.224
C -1.079 -0.473 -1.271 -0.190
H -1.259 -0.538 0.874 0.122
H 1.170 -0.017 2.361 0.111
H 1.080 -1.536 1.538 0.150
H 0.728 1.997 -1.458 0.266
H -1.110 -0.902 -2.427 0.216
N -0.322 0.568 -0.894 -0.068
O -0.720 -0.412 1.952 -0.167
O 1.711 1.219 0.083 0.104
O 0.254 1.088 -2.148 -0.093
O -1.792 -1.038 -0.361 0.003
```

Calculated values
Frontier orbital gap in Ha: 0.3558
LUMO in eV: -0.1529

---

## b
Here is one molecule with the formula C3H5NO4 from OMol25. Energies are from ωB97M-V/def2-TZVPD.

```
13
Properties=species:S:1:pos:R:3:lowdin_charge:R:1
C 1.352 -0.031 -0.009 -0.416
C -0.151 -0.372 0.597 -0.146
C -1.252 0.576 -0.032 -0.451
H 1.622 2.232 0.610 0.247
H 2.960 1.326 0.035 0.129
H -0.227 -0.452 1.718 0.166
H 0.501 -1.962 -0.161 0.136
H -2.088 -1.119 -0.338 0.212
N 1.928 1.153 0.148 0.131
O 1.865 -1.106 -0.429 0.008
O -0.518 -1.671 0.037 -0.131
O -2.445 -0.080 -0.066 0.039
O -0.897 1.715 -0.322 0.075
```

Calculated values
Frontier orbital gap in Ha: 0.3853
Structure (SMILES): NC(=O)[C@H](O)C(=O)O
LUMO in eV: 0.2781

---

Verdict on stability: b comes out on top.